Entry 1:
{"formula": "C8H8N4O4", "method": "wB97M-V/def2-TZVPD", "species": ["O", "C", "C", "C", "N", "C", "O", "N", "H", "H", "H", "H", "O", "C", "C", "C", "N", "C", "O", "N", "H", "H", "H", "H"], "coordinates": [[-1.77930, -0.73348, 1.15232], [-1.94940, -0.10657, 0.10146], [-3.28279, 0.12259, -0.64830], [-3.17484, 0.41493, -1.95750], [-2.02016, 0.75459, -2.63903], [-0.81509, 0.76758, -1.99307], [0.32144, 1.16725, -2.37371], [-0.83023, 0.38416, -0.60669], [-4.23455, -0.06551, -0.18984], [-4.06250, 0.68299, -2.52829], [-2.04139, 0.87163, -3.74129], [0.01254, 0.33548, -0.14081], [0.40746, -1.14357, 3.22765], [1.20409, -0.82002, 2.38376], [2.51725, -1.41088, 2.10673], [3.21291, -1.03815, 1.05482], [2.77807, 0.01512, 0.22302], [1.52341, 0.62024, 0.36043], [1.22484, 1.67339, -0.13899], [0.73045, 0.09803, 1.39663], [2.74614, -2.12381, 2.93622], [4.15233, -1.53370, 0.75931], [3.42158, 0.36444, -0.43373], [-0.06224, 0.70327, 1.68893]], "homo_ev": -9.398, "charge": 0, "smiles": "O=c1cc[nH]c(=O)[nH]1.O=c1cc[nH]c(=O)[nH]1", "gap_ha": 0.36372, "relative_energy_kcal_mol": 83.28}



Entry 2:
{"formula": "C8H8N6ReS4SbSe3Te", "method": "wB97M-V/def2-TZVPD", "species": ["Re", "N", "C", "N", "C", "N", "N", "C", "N", "C", "C", "C", "C", "C", "N", "H", "H", "H", "H", "H", "H", "H", "H", "Se", "Se", "Te", "Se", "S", "Sb", "S", "S", "S"], "coordinates": [[-6.60938, -13.32312, -1.39625], [-4.56915, -15.86638, -0.25484], [-4.60499, -14.83473, 0.58287], [-4.12154, -15.06005, 1.79020], [-4.22351, -14.04837, 2.65429], [-3.69685, -14.20675, 3.93180], [-4.82891, -12.79784, 2.40567], [-5.25267, -12.63829, 1.13686], [-5.17446, -13.62847, 0.21282], [-5.67921, -11.31422, 0.64978], [-5.59126, -10.20055, 1.41499], [-6.00189, -8.96224, 0.90246], [-6.48634, -8.86045, -0.36501], [-6.46980, -10.05931, -1.10015], [-6.12410, -11.24816, -0.62524], [-3.95233, -16.60690, -0.09094], [-5.02584, -15.85667, -1.16550], [-3.47362, -15.17282, 4.14231], [-4.13675, -13.57144, 4.58821], [-5.39432, -10.21644, 2.44523], [-6.13509, -8.13993, 1.60228], [-7.07477, -8.04259, -0.80695], [-6.98730, -10.15052, -2.05551], [-9.12165, -14.48330, -3.24838], [-8.73950, -15.17313, -5.43815], [-6.20972, -14.63541, -5.38778], [-6.15675, -12.76032, -3.71771], [-7.23877, -16.19995, 2.56150], [-8.95597, -15.57475, 1.21926], [-8.42745, -13.08891, -0.34294], [-7.31034, -15.28501, -2.24456], [-7.94290, -16.71575, -0.73495]], "homo_ev": [-13.811, -13.796], "charge": 2, "gap_ha": [0.15722, 0.16251]}



Entry 3:
{"formula": "C8H8N6SSbSe4Yb", "method": "wB97M-V/def2-TZVPD", "species": ["Yb", "N", "C", "N", "C", "N", "N", "C", "N", "C", "C", "C", "C", "C", "N", "H", "H", "H", "H", "H", "H", "H", "H", "S", "Se", "Sb", "Se", "Se", "Se"], "coordinates": [[0.02141, -1.39964, -0.04845], [3.71635, 0.20579, -0.79351], [2.87404, 0.75695, 0.06136], [2.96553, 2.03063, 0.40439], [2.02462, 2.93631, 0.60138], [2.41673, 4.19898, 0.63750], [0.65166, 2.72288, 0.65590], [0.12107, 1.55636, 0.93999], [1.94450, -0.19061, 0.57773], [-1.21059, 1.16172, 0.52451], [-2.09974, 2.14942, 0.01988], [-3.36755, 1.81173, -0.43063], [-3.70198, 0.46120, -0.45561], [-2.84646, -0.44620, 0.16552], [-1.64050, -0.12683, 0.64501], [4.50015, 0.71643, -1.16286], [3.76618, -0.81942, -0.94212], [3.37401, 4.35876, 0.35059], [1.74914, 4.91717, 0.38186], [-1.63899, 3.09348, -0.16914], [-4.09854, 2.54140, -0.75260], [-4.53527, 0.05668, -1.02204], [-3.08321, -1.54871, 0.05115], [1.08423, 0.31432, 1.90763], [-1.48523, -6.88541, 1.50466], [-0.44835, -6.18352, -0.81502], [2.00556, -6.36115, -0.22850], [-1.74591, -8.22823, -1.65966], [-1.31286, -3.80048, -0.94892]], "homo_ev": [-5.988, -5.799], "s2": 0.758, "charge": 0, "spin_multiplicity": 2, "gap_ha": [0.08899, 0.08202], "relative_energy_kcal_mol": 80.06}



Entry 4:
{"formula": "C8H8NO4S2", "method": "wB97M-V/def2-TZVPD", "species": ["C", "C", "C", "C", "C", "C", "C", "C", "N", "O", "O", "O", "O", "S", "S", "H", "H", "H", "H", "H", "H", "H", "H"], "coordinates": [[1.29433, -1.19557, -0.45491], [-1.28404, -1.24572, 2.19742], [1.94483, 2.95866, -1.77775], [1.37011, -2.66412, 0.08015], [-0.10388, -2.56286, 0.13422], [-1.07323, -0.36157, -0.61112], [-1.73995, 1.98466, 0.18848], [-0.69342, 1.09677, -0.60495], [-0.08174, -1.23474, -0.35495], [2.62968, 2.72634, -0.89760], [2.10990, -0.40292, -0.95238], [1.22273, 3.27696, -2.60485], [0.59590, 1.46033, -0.05220], [-1.95244, -0.88657, 3.65189], [-0.77900, -2.89840, 1.81242], [1.68732, -3.48645, -0.71669], [1.77539, -2.81461, 1.07707], [-0.72062, -3.21232, -0.60456], [-1.24419, 2.41480, 1.04176], [-2.59998, 1.41599, 0.57566], [-1.97887, 2.88331, -0.37447], [-0.70878, 1.42288, -1.60088], [0.32995, 1.32518, 0.84824]], "homo_ev": -2.724, "charge": -1, "gap_ha": 0.20866, "relative_energy_kcal_mol": 97.93}



Entry 5:
{"formula": "C8H8O", "method": "wB97M-V/def2-TZVPD", "species": ["C", "C", "C", "C", "C", "C", "C", "C", "O", "H", "H", "H", "H", "H", "H", "H", "H"], "coordinates": [[-2.67306, -1.12220, -0.55402], [-2.01351, 0.02532, -0.70030], [-0.57257, 0.19124, -0.56182], [0.44016, -0.57158, -1.25301], [1.64109, -0.55078, -0.54825], [1.44418, 0.03566, 0.80553], [2.26641, 0.05137, 1.89557], [-0.02901, 0.45746, 0.76497], [-0.28266, 1.53379, -0.09364], [-2.02179, -1.91727, -0.26385], [-3.74709, -1.31854, -0.50794], [-2.63247, 0.91432, -0.75840], [0.22700, -1.06771, -2.24256], [2.64852, -0.93259, -0.85049], [3.28993, -0.17378, 1.67759], [2.04034, 0.61174, 2.85824], [-0.56527, 0.51458, 1.74442]], "homo_ev": -8.918, "charge": 0, "smiles": "C=C[C@]12C=CC(=C)[C@H]1O2", "gap_ha": 0.33346, "relative_energy_kcal_mol": 63.89}



Entry 6:
{"formula": "C8H8O", "method": "wB97M-V/def2-TZVPD", "species": ["C", "C", "C", "C", "O", "C", "C", "C", "C", "H", "H", "H", "H", "H", "H", "H", "H"], "coordinates": [[-2.45981, -1.46564, 1.67069], [-1.19238, -1.24794, 1.84013], [-0.32330, -0.67768, 0.77060], [1.03591, -0.92357, 0.64706], [1.46213, -0.10521, -0.28176], [0.52242, 0.60391, -0.77721], [0.91979, 1.55963, -1.73551], [2.15509, 1.65551, -2.19679], [-0.63115, 0.41127, -0.15924], [-2.92143, -0.97760, 0.78363], [-3.08061, -1.96331, 2.44102], [-0.80011, -1.52509, 2.82858], [1.61075, -1.64895, 1.16044], [0.09550, 2.15996, -2.11531], [2.42781, 2.36721, -2.95530], [2.76761, 0.97866, -1.72788], [-1.58821, 0.79883, -0.19315]], "homo_ev": -8.173, "charge": 0, "smiles": "C=Cc1coc(C=C)c1", "gap_ha": 0.33805, "relative_energy_kcal_mol": 39.70}



Entry 7:
{"formula": "C8H8O2", "method": "wB97M-V/def2-TZVPD", "species": ["C", "C", "C", "C", "C", "C", "C", "C", "O", "O", "H", "H", "H", "H", "H", "H", "H", "H"], "coordinates": [[-2.91696, -0.90163, -0.65982], [-2.08828, -0.12407, -0.31610], [-1.10102, 0.75897, 0.01382], [-1.50112, 2.24142, 0.31749], [0.24449, 0.35952, 0.06718], [0.60943, -1.19330, -0.36921], [2.10072, -1.43720, 0.12388], [2.66439, -0.04760, 0.46756], [3.74320, 0.34705, 0.76035], [1.57116, 0.87431, 0.41088], [-3.81438, -1.39820, -0.98543], [-2.47118, 2.26096, 0.81650], [-1.58612, 2.79937, -0.58516], [-0.78118, 2.67743, 1.01400], [0.01396, -2.02364, -0.01337], [0.49937, -1.26889, -1.48439], [2.69961, -1.92711, -0.55764], [2.11391, -1.99738, 0.97946]], "homo_ev": -8.701, "charge": 0, "smiles": "C#C/C(C)=C1\\CCC(=O)O1", "gap_ha": 0.34681, "relative_energy_kcal_mol": 52.49}



Entry 8:
{"formula": "C8H8O2", "method": "wB97M-V/def2-TZVPD", "species": ["C", "C", "C", "C", "C", "C", "C", "C", "H", "H", "H", "H", "H", "H", "H", "H", "O", "O"], "coordinates": [[-0.38999, -0.93083, 1.81593], [-0.33706, -0.55340, 0.48926], [-1.02210, -1.21714, -0.53784], [-0.91153, -0.92173, -1.95512], [0.04231, 0.35637, -2.35684], [0.70009, 0.85630, -1.14065], [0.54017, 0.42576, 0.07509], [1.29130, 1.29665, 1.20561], [-0.93580, 0.17846, 2.70154], [-1.44148, -1.67281, 1.94113], [0.84019, -0.86047, 2.06375], [-1.94541, -2.00461, -0.15917], [0.91233, 1.60329, -1.56460], [1.74948, 0.50522, 1.37412], [1.80185, 2.14542, 0.50158], [0.51206, 1.69564, 1.96581], [-1.50456, -1.54597, -2.83300], [0.09815, 0.64385, -3.58661]], "homo_ev": -9.218, "charge": 0, "gap_ha": 0.26876, "relative_energy_kcal_mol": 186.08}



| no. | DFT total energy (Eh) |
| --- | --- |
| 1 | -829.6277 |
| 2 | -10021.3285 |
| 3 | -12040.9896 |
| 4 | -1461.6271 |
| 5 | -384.7416 |
| 6 | -384.7802 |
| 7 | -459.9992 |
| 8 | -459.7863 |